{
  "formula": "C4H25NO9S2",
  "method": "ωB97M-V/def2-TZVPD",
  "species": ["S", "S", "C", "C", "C", "N", "C", "O", "H", "H", "H", "H", "H", "H", "H", "H", "H", "H", "H", "O", "H", "H", "O", "H", "H", "O", "H", "H", "O", "H", "H", "O", "H", "H", "O", "H", "H", "O", "H", "H", "O"],
  "positions_angstrom": [[2.66403, 1.74666, 2.96714], [1.65663, 1.34849, 1.34010], [-0.07269, 1.01360, 1.64575], [-0.46304, -0.50648, 1.61682], [-0.00209, -1.09351, 0.29534], [-0.64756, -0.84462, -0.85291], [-1.59171, 0.26051, -1.07026], [0.95039, -1.89375, 0.28375], [2.97502, 0.50997, 3.42115], [-0.59555, 1.58962, 0.86148], [-0.51771, 1.28516, 2.62016], [-1.54047, -0.65408, 1.82049], [-0.12284, -1.08907, 2.49461], [-0.23553, -1.15628, -1.71842], [-2.37549, -0.10791, -1.79517], [-1.18798, 0.99818, -1.74165], [-2.18874, 0.56046, -0.22765], [0.04348, -3.63380, 1.69019], [0.05882, -3.21568, 3.09681], [-0.52213, -3.18364, 2.33036], [-3.07552, -1.77791, -1.30860], [-3.39263, -1.33466, 0.19241], [-3.63941, -1.89413, -0.54166], [1.03550, 0.21581, -4.16750], [1.75560, -0.08118, -2.84669], [1.59720, 0.62607, -3.50947], [-0.17707, 3.69790, 0.29461], [-0.20225, 3.53715, -1.08864], [-0.80705, 3.95191, -0.41689], [1.24722, 1.84792, -2.40194], [1.91933, 2.88419, -1.62957], [1.02315, 2.54710, -1.73431], [-2.09065, 3.04135, 0.26094], [-3.64345, 2.72431, 0.23158], [-2.79255, 2.41989, 0.54262], [2.71125, -2.31489, -2.30266], [1.75364, -1.89631, -1.08156], [2.07502, -1.66550, -2.00466], [2.77520, -3.43552, 1.02640], [2.66603, -2.07008, 1.56671], [2.97662, -2.95723, 1.84081]],
  "smiles": "CNC(=O)CCSS.O.O.O.O.O.O.O.O",
  "mol_weight_g_mol": 295.4,
  "homo_ev": -9.293,
  "e_tot_ev": -46142.0076,
  "homo_lumo_gap_ev": 9.45
}